[1]
C18H25BrFIMgN2O9S | ωB97M-V with the def2-TZVPD basis set

Structure (XYZ):
```
59
Properties=species:S:1:pos:R:3:lowdin_charge:R:1
C 3.71979 1.47205 3.91401 -0.123
C 3.04881 0.81837 3.14959 -0.220
C 1.99341 0.27410 2.37257 -0.196
C 1.15085 -0.73230 2.87769 -0.056
C 0.11494 -1.18235 2.07648 -0.561
I -1.08299 -2.67624 2.96039 1.048
C -0.09236 -0.66699 0.77605 -0.171
C -1.22624 -1.10413 -0.12788 -0.064
C -1.04871 -2.54921 -0.68987 -0.355
C -2.20191 -3.48139 -0.33842 -0.078
F 0.16875 -3.08766 -0.26057 -0.047
N 0.77360 0.26961 0.32248 0.030
C 0.67071 0.89465 -1.01992 -0.103
C 0.94028 -0.03920 -2.21246 -0.133
C 2.42742 -0.24751 -2.55652 -0.183
C 3.25991 -0.97932 -1.47584 -0.208
S 3.74861 -2.61786 -2.03154 0.577
O 2.60460 -3.47729 -2.00064 -0.279
O 4.45250 -2.54557 -3.26551 -0.257
O 4.73755 -3.12653 -0.87577 -0.148
C 1.77426 0.72746 1.09519 0.006
H 4.10474 2.04683 4.72802 0.039
H 1.31918 -1.13030 3.87100 0.109
H -1.35661 -0.41498 -0.95905 0.109
H -2.17770 -1.08502 0.41739 0.107
H -1.06992 -2.47274 -1.78823 0.111
H -2.73024 -3.14261 0.55132 -0.017
H -2.95353 -3.48842 -1.13499 0.079
H -1.86120 -4.51287 -0.21820 0.093
H 1.30493 1.78120 -1.01872 0.133
H -0.35397 1.25793 -1.11792 0.096
H 0.48838 0.45545 -3.08211 0.133
H 0.41105 -0.99173 -2.13215 0.104
H 2.48244 -0.81366 -3.49203 0.115
H 2.87971 0.73406 -2.72988 0.118
H 4.19960 -0.43436 -1.34082 0.113
H 2.74920 -1.12791 -0.52404 0.088
H 4.18650 -3.45992 -0.15150 0.096
H 2.42841 1.49855 0.70107 0.130
O -2.20793 2.30183 -0.30699 0.123
C -1.68176 3.27759 0.14561 -0.475
O -0.41062 3.27194 0.61866 0.003
C -0.09708 4.55723 1.19449 -0.138
C -1.07282 5.52861 0.55019 -0.149
C -2.29845 4.64790 0.32286 -0.067
H -0.22687 4.49197 2.27646 0.130
H 0.93982 4.80522 0.97935 0.131
H -1.26627 6.40900 1.15947 0.119
H -0.68052 5.86516 -0.41082 0.121
H -2.95572 4.62710 1.19345 0.134
H -2.85497 4.93844 -0.56370 0.128
O -2.60256 -2.62205 -3.75420 -0.332
H -1.99944 -2.98719 -4.41382 -0.099
N -5.44258 -2.62767 1.04568 -0.567
O -4.71576 -1.82701 0.48746 0.029
O -5.42142 -3.81959 0.83020 0.071
O -6.30915 -2.16379 1.93140 -0.313
Mg -7.95921 -1.45183 1.37878 1.000
Br 5.27855 2.13493 2.06677 -0.085
```

* E_LUMO: -5.0 eV
* frontier orbital gap: 1.185 eV
* net charge: 0


[2]
C18H25Cl2FeN5O2 | ωB97M-V with the def2-TZVPD basis set

Structure (XYZ):
```
53
Properties=species:S:1:pos:R:3:lowdin_charge:R:1
Fe -0.23391 -0.33091 0.53246 0.383
C -2.16450 -0.28195 2.59973 -0.174
C -1.34174 0.95913 2.93731 -0.155
N -0.43052 1.29548 1.83268 -0.090
C 0.93077 1.62001 2.26949 -0.172
C 1.65834 0.35396 2.72335 -0.160
N 1.40214 -0.75846 1.79431 -0.094
C 1.05004 -2.03656 2.42203 -0.176
C -0.37239 -1.96227 2.97776 -0.153
N -1.27910 -1.30046 2.02404 -0.096
H -2.89796 -0.03512 1.83441 0.100
H -2.69955 -0.63488 3.48984 0.122
H -0.74476 0.76823 3.83126 0.103
H -2.00330 1.79301 3.18521 0.127
H -0.77910 2.04682 1.23540 0.064
H 0.95232 2.36766 3.07299 0.125
H 1.43952 2.05235 1.41073 0.095
H 1.31527 0.05654 3.71600 0.106
H 2.72740 0.56067 2.81985 0.123
H 2.16684 -0.88399 1.14403 0.128
H 1.74286 -2.32024 3.22384 0.121
H 1.09075 -2.78932 1.63667 0.113
H -0.38659 -1.39817 3.91264 0.107
H -0.71962 -2.96887 3.22085 0.126
H -1.80041 -1.97386 1.47491 0.131
N -1.23725 2.71079 -2.35995 0.186
C -1.49872 2.44394 -1.05725 -0.536
O -0.88875 3.02971 -0.16224 -0.004
C -2.53762 1.39160 -0.79375 -0.196
C -1.90961 -0.01024 -0.58951 -0.207
H -0.43753 3.28137 -2.57639 0.103
H -1.61421 2.12091 -3.08029 0.108
H -3.26286 1.39628 -1.61659 0.101
H -3.08142 1.71911 0.09792 0.104
H -1.72557 -0.42422 -1.59328 0.046
H -2.74138 -0.63094 -0.21334 0.040
Cl -0.25705 -4.45304 -2.17995 0.677
C 0.41920 -2.90850 -2.58967 -0.587
C 0.87937 -2.69991 -3.89451 -0.133
C 1.42695 -1.50510 -4.26243 -0.620
Cl 1.99337 -1.27923 -5.89667 0.664
C 1.54126 -0.45177 -3.32569 -0.175
C 2.11858 0.80633 -3.60440 -0.026
C 2.19038 1.74807 -2.61962 -0.056
C 1.65977 1.45455 -1.35144 -0.128
N 1.10875 0.30138 -1.05206 0.095
C 1.05466 -0.66528 -2.01614 -0.122
C 0.47734 -1.92687 -1.60262 -0.401
O 0.07998 -2.07433 -0.39502 -0.129
H 0.79689 -3.50188 -4.61540 0.104
H 2.50428 1.00376 -4.59557 0.089
H 2.63796 2.71634 -2.79864 0.106
H 1.68043 2.20836 -0.57736 0.095
```

* E_LUMO (spin up / spin down): 0.3 / 0.3 eV
* energy relative to the best compared isomer or geometry (same formula, charge and spin): 0.000 eV
* frontier orbital gap (spin up / spin down): 7.068 / 7.067 eV
* net charge: 0


[3]
C18H25ClN2Pd | ωB97M-V with the def2-TZVPD basis set

Structure (XYZ):
```
47
Properties=species:S:1:pos:R:3:mulliken_spin:R:1
C 2.99591 1.79377 -1.97346 0.002
C 2.18603 2.52204 -3.04065 0.000
C 3.91704 2.71499 -1.16909 0.001
C 3.68023 0.52794 -2.47729 0.000
Cl 1.81078 1.20115 -0.83695 0.014
H 4.73722 3.16572 -1.75192 0.000
H 4.40632 2.13082 -0.37399 0.000
H 3.33014 3.56341 -0.78336 0.000
H 2.78474 2.96008 -3.85376 0.000
H 1.63991 3.35365 -2.57151 0.000
H 1.51237 1.79870 -3.52007 0.000
H 4.48478 0.69790 -3.20710 0.000
H 2.93154 -0.08949 -2.99250 0.000
H 4.13494 0.00632 -1.62183 0.000
C -2.69299 0.92063 2.62127 0.261
C -1.52021 1.40707 3.23507 0.299
C -0.73048 2.10474 2.27539 0.236
H -1.33282 1.37229 4.30302 0.005
C -1.37823 1.98402 1.00908 0.291
C -2.61885 1.25794 1.24523 0.221
H -3.39460 1.13201 0.51586 0.030
H -3.51044 0.40560 3.10264 0.012
H 0.21198 2.59417 2.42566 0.007
H -1.01244 2.36617 0.06292 0.031
C -0.54708 -2.21441 2.35141 0.237
C -0.62925 -1.37773 3.49080 0.272
C 0.50689 -0.51014 3.48289 0.280
H -1.38626 -1.43079 4.25251 0.004
C 1.29421 -0.78305 2.33401 0.241
C 0.63663 -1.83513 1.61129 0.261
H 1.01839 -2.30689 0.72031 0.018
H -1.22669 -3.00533 2.09580 0.024
H 0.75625 0.22197 4.23949 0.004
H 2.17095 -0.23491 1.97790 0.018
Pd -0.80099 -0.11492 1.49092 1.053
C -2.59532 -3.92299 -2.13469 0.001
N -2.32308 -2.60900 -1.57684 0.012
C -2.87228 -1.41168 -2.01643 0.014
C -2.39404 -0.41983 -1.19556 -0.011
N -1.59461 -1.02652 -0.23401 0.157
C -1.61116 -2.33772 -0.46105 -0.010
H -3.60378 -4.30243 -1.92930 0.001
H -2.46012 -3.88851 -3.21460 0.000
H -1.86685 -4.61916 -1.73484 0.000
H -3.49747 -1.32241 -2.88798 0.000
H -2.51956 0.65751 -1.29340 0.005
H -1.02763 -3.09758 0.00873 0.008
```

* E_LUMO (spin up / spin down): -5.3 / -10.2 eV
* 2S+1: 5
* frontier orbital gap (spin up / spin down): 9.853 / 5.599 eV
* net charge: +2


[4]
C18H25NO3 | ωB97M-V with the def2-TZVPD basis set

Structure (XYZ):
```
47
Properties=species:S:1:pos:R:3:lowdin_charge:R:1
C -3.05625 0.89370 -2.55995 -0.078
C -2.07790 1.89966 -2.02622 -0.239
O -0.77332 1.27594 -1.98553 -0.040
C 0.12820 1.93812 -1.21717 -0.503
C 1.43171 1.31960 -1.35280 -0.154
C 2.66453 1.99697 -1.01066 -0.433
O 2.82347 3.00883 -0.33767 -0.021
C 3.82399 1.20959 -1.64208 -0.123
C 3.18164 -0.01305 -2.29271 -0.190
C 1.65495 0.23412 -2.31397 -0.198
O -0.17343 2.88629 -0.50266 0.026
H -4.04709 1.35266 -2.59271 0.078
H -2.79004 0.58042 -3.57401 0.082
H -3.10723 0.01301 -1.90861 0.058
H -2.01767 2.78075 -2.68064 0.131
H -2.34597 2.22000 -1.01456 0.105
H 4.32956 1.84449 -2.38361 0.115
H 4.56880 0.93753 -0.88414 0.103
H 3.56087 -0.18388 -3.30657 0.099
H 3.40604 -0.90955 -1.69910 0.096
H 1.07534 -0.67461 -2.10213 0.102
H 1.35385 0.58188 -3.31886 0.112
C 1.43734 2.23636 2.34075 0.005
N 1.01719 0.90572 1.89145 -0.110
C 2.03932 -0.13325 1.85514 -0.018
C -0.25575 0.67879 1.62880 0.031
C -0.91921 -0.59616 1.62896 -0.164
C -0.47657 -1.74087 2.35247 -0.012
C -1.13045 -2.95369 2.21274 -0.029
C -2.27143 -3.07060 1.41070 -0.257
C -2.93450 -4.40224 1.25925 -0.046
C -2.78026 -1.92713 0.78040 -0.019
C -2.13596 -0.70815 0.90482 0.006
H 2.41099 2.13258 2.82271 0.102
H 1.52934 2.91625 1.48334 0.087
H 0.69785 2.64333 3.04309 0.104
H 2.98248 0.32813 1.53929 0.106
H 2.19467 -0.56071 2.85728 0.099
H 1.77109 -0.92966 1.15257 0.108
H -0.85511 1.58227 1.46855 0.153
H 0.37765 -1.66847 3.02897 0.107
H -0.76525 -3.84024 2.73787 0.124
H -3.75962 -4.34580 0.54761 0.079
H -2.22052 -5.15049 0.90014 0.090
H -3.32419 -4.77213 2.21437 0.091
H -3.69850 -2.01277 0.19550 0.120
H -2.54465 0.19647 0.44959 0.114
```

* E_LUMO: -1.3 eV
* energy relative to the best compared isomer or geometry (same formula, charge and spin): 3.845 eV
* frontier orbital gap: 4.828 eV
* net charge: 0


[5]
C18H25NO5 | ωB97M-V with the def2-TZVPD basis set

Structure (XYZ):
```
49
Properties=species:S:1:pos:R:3:lowdin_charge:R:1
C 2.90654 4.36629 -3.42653 -0.118
C 2.36865 4.54249 -2.01196 -0.272
C 1.62537 3.29933 -1.52909 -0.215
C 1.08214 3.47657 -0.11298 -0.170
C 0.33393 2.23244 0.37796 -0.235
C -0.27778 2.47018 1.76707 -0.141
C -1.19890 1.32710 2.19953 -0.079
C -0.39412 0.06473 2.47610 -0.469
O 0.59469 0.07911 3.17929 0.074
N -0.91101 -1.04043 1.87472 0.151
C -0.38663 -2.31882 1.80752 -0.144
C 0.70299 -2.71593 2.58467 0.002
C 1.20210 -3.99827 2.49603 -0.064
C 0.62719 -4.92177 1.63357 -0.081
C -0.44886 -4.54746 0.85902 -0.014
C -0.97427 -3.25478 0.92757 -0.052
C -2.11740 -2.89642 0.06935 -0.409
O -2.71061 -1.83085 0.09753 0.088
O -2.47023 -3.88111 -0.76083 -0.010
C -3.54842 -3.62133 -1.65825 -0.210
C -3.06971 -2.88404 -2.90081 -0.058
C 1.27164 1.04451 0.44966 -0.535
O 1.06053 -0.02703 -0.05928 0.120
O 2.37363 1.30400 1.15029 0.125
H 3.59536 3.52554 -3.46986 0.071
H 3.43462 5.26012 -3.75022 0.066
H 2.09289 4.17666 -4.12326 0.070
H 3.19702 4.75253 -1.33185 0.110
H 1.69248 5.40017 -1.98471 0.108
H 2.30209 2.44234 -1.55553 0.118
H 0.79874 3.08490 -2.21078 0.122
H 1.90472 3.68767 0.57194 0.124
H 0.39842 4.32844 -0.09331 0.122
H -0.46053 1.97705 -0.33126 0.157
H -0.84700 3.40140 1.74305 0.120
H 0.52613 2.57309 2.49800 0.126
H -1.69315 1.60717 3.13318 0.128
H -1.96218 1.14462 1.44274 0.120
H -1.71257 -0.91771 1.25379 0.106
H 1.15009 -2.00034 3.25405 0.101
H 2.04629 -4.28278 3.10671 0.106
H 1.01956 -5.92506 1.56832 0.101
H -0.90465 -5.25423 0.18398 0.116
H -4.31217 -3.03333 -1.13834 0.121
H -3.94638 -4.60589 -1.91304 0.125
H -2.28431 -3.45109 -3.39452 0.079
H -2.67819 -1.90791 -2.62541 0.076
H -3.90010 -2.75072 -3.58829 0.077
H 2.90137 0.49885 1.26448 0.143
```

* SMILES: CCCC[C@H](CCC(=O)Nc1ccccc1C(=O)OCC)C(=O)O
* E_LUMO: 0.5 eV
* energy relative to the best compared isomer or geometry (same formula, charge and spin): 0.087 eV
* frontier orbital gap: 8.974 eV
* net charge: 0